# 1
Below is a molecular structure, C27H33O2Pd, with properties calculated with ωB97M-V with the def2-TZVPD basis set.

Atoms and positions in Å:
O (-2.39, 2.66, -3.16)
C (-3.45, 1.99, -3.87)
C (-3.78, 3.17, -4.77)
H (-4.25, 1.73, -3.18)
H (-3.06, 1.12, -4.42)
C (-2.62, 3.82, -4.00)
H (-4.75, 3.61, -4.54)
H (-3.63, 3.01, -5.84)
C (-3.18, 4.92, -3.14)
H (-3.97, 4.49, -2.51)
H (-3.61, 5.71, -3.77)
H (-2.40, 5.34, -2.48)
C (-1.35, 4.11, -4.78)
H (-0.96, 3.20, -5.25)
H (-0.59, 4.50, -4.09)
H (-1.56, 4.85, -5.57)
Pd (1.63, -0.74, 1.20)
C (3.70, -1.37, 0.30)
C (2.85, -2.51, 0.32)
C (1.73, -2.25, -0.54)
H (2.98, -3.39, 0.94)
C (1.94, -0.98, -1.15)
C (3.12, -0.41, -0.59)
H (3.53, 0.56, -0.86)
H (4.63, -1.24, 0.85)
H (0.88, -2.90, -0.71)
H (1.37, -0.55, -1.95)
C (2.37, 0.53, 3.06)
C (2.82, 1.18, 1.87)
C (1.67, 1.64, 1.15)
H (3.86, 1.36, 1.59)
C (0.50, 1.23, 1.88)
C (0.95, 0.59, 3.08)
H (0.30, 0.20, 3.86)
H (3.02, 0.07, 3.81)
H (1.67, 2.26, 0.27)
H (-0.52, 1.42, 1.59)
O (-2.03, 1.56, -0.77)
C (-0.81, 1.58, -1.59)
C (-0.91, 0.45, -2.64)
H (0.08, 1.38, -0.93)
H (-0.65, 2.57, -2.01)
C (-2.17, -0.36, -2.22)
H (-0.07, -0.22, -2.48)
H (-0.92, 0.82, -3.67)
C (-2.35, 0.12, -0.76)
H (-2.02, -1.45, -2.35)
H (-3.06, -0.07, -2.82)
H (-1.61, -0.43, -0.12)
H (-3.34, -0.04, -0.32)
C (1.07, -2.16, 2.44)
C (1.19, -2.98, 3.35)
C (1.31, -3.90, 4.42)
C (1.68, -5.24, 4.18)
C (2.01, -6.06, 5.26)
C (1.93, -5.60, 6.58)
C (1.48, -4.29, 6.80)
C (1.16, -3.44, 5.74)
H (1.73, -5.58, 3.14)
H (2.36, -7.07, 5.06)
H (2.24, -6.23, 7.41)
H (1.43, -3.90, 7.82)
H (0.81, -2.42, 5.89)

⟨S²⟩: 2.01
2S+1: 3
Charge: -1
E_LUMO (spin up / spin down), eV: 2.311 / 2.310
Relative energy (zero: lowest compared OMol25 entry of this formula, charge and spin), kcal per mole: 1.3

These are the natural (NBO) partial charges, in e, on atoms 1 to 5: atom 1 (O): -0.55, atom 2 (C): -0.06, atom 3 (C): -0.47, atom 4 (H): 0.18, atom 5 (H): 0.18

---

# 2
Below is a molecular structure, C27H34BrN5O2PtS2Si, with properties calculated with ωB97M-V with the def2-TZVPD basis set.

Atoms and positions in Å:
Pt (0.74, -0.81, 0.04)
O (2.73, -4.46, 3.73)
C (3.16, -4.47, 2.43)
C (4.25, -5.22, 1.99)
C (4.65, -5.15, 0.67)
C (3.98, -4.34, -0.23)
C (2.89, -3.60, 0.21)
C (2.47, -3.66, 1.53)
C (1.26, -2.88, 2.03)
O (0.35, -2.53, 1.05)
N (1.72, -1.69, 2.72)
N (1.27, -0.52, 2.28)
C (1.47, 0.56, 2.95)
C (0.87, 1.85, 2.63)
Br (-0.21, 1.87, 1.07)
C (1.08, 2.92, 3.38)
C (0.51, 4.27, 3.38)
C (1.27, 5.28, 3.98)
C (0.81, 6.58, 4.05)
C (-0.46, 6.88, 3.56)
C (-1.25, 5.88, 3.02)
C (-0.77, 4.59, 2.91)
H (3.21, -5.12, 4.24)
H (4.77, -5.85, 2.70)
H (5.49, -5.75, 0.34)
H (4.29, -4.29, -1.26)
H (2.32, -2.98, -0.48)
H (0.78, -3.50, 2.79)
H (2.21, -1.78, 3.60)
H (2.05, 0.53, 3.86)
H (1.83, 2.77, 4.16)
H (2.26, 5.04, 4.37)
H (1.42, 7.35, 4.50)
H (-0.83, 7.90, 3.62)
H (-2.25, 6.11, 2.69)
H (-1.41, 3.81, 2.52)
C (-0.45, 3.99, -3.59)
Si (0.12, 2.56, -4.64)
C (-1.26, 1.47, -5.27)
C (1.19, 3.09, -6.07)
C (1.25, 1.55, -3.44)
C (2.64, 1.50, -3.66)
C (3.49, 0.81, -2.79)
C (2.95, 0.18, -1.69)
N (1.64, 0.23, -1.46)
C (0.81, 0.87, -2.31)
S (-0.91, 0.72, -1.91)
H (-1.10, 4.66, -4.16)
H (0.40, 4.58, -3.25)
H (-1.01, 3.66, -2.71)
H (-1.78, 1.97, -6.09)
H (-2.00, 1.24, -4.50)
H (-0.86, 0.52, -5.65)
H (0.59, 3.67, -6.77)
H (1.59, 2.23, -6.61)
H (2.02, 3.73, -5.75)
H (3.06, 1.98, -4.53)
H (4.55, 0.76, -2.98)
H (3.56, -0.35, -0.97)
C (-3.01, -3.51, 0.72)
N (-1.98, -2.79, -0.01)
C (-2.20, -1.78, -0.80)
S (-0.81, -1.28, -1.77)
N (-3.41, -1.25, -0.93)
C (-3.83, -0.18, -1.84)
H (-2.56, -4.41, 1.14)
H (-3.81, -3.82, 0.05)
H (-3.41, -2.91, 1.54)
H (-0.99, -2.97, 0.25)
H (-4.14, -1.64, -0.35)
H (-3.00, 0.16, -2.45)
H (-4.22, 0.66, -1.26)
H (-4.62, -0.54, -2.50)

Charge: +2
E_LUMO (spin up / spin down), eV: -6.964 / -6.963
Relative energy (zero: lowest compared OMol25 entry of this formula, charge and spin), kcal per mole: 55.7

These are the Mulliken partial charges, in e, on atoms 1 to 5: atom 1 (Pt): 1.12, atom 2 (O): -0.56, atom 3 (C): 0.70, atom 4 (C): -0.73, atom 5 (C): -0.58

---

# 3
Below is a molecular structure, C27H34Cl2IN2O5OsP, with properties calculated with ωB97M-V with the def2-TZVPD basis set.

Atoms and positions in Å:
Os (0.06, 0.09, -0.15)
C (-2.79, 1.47, -0.08)
N (-1.34, 1.73, -0.39)
C (-1.18, 2.02, -1.84)
C (-0.99, 2.95, 0.40)
C (-0.33, 2.50, 1.65)
C (-0.24, 3.34, 2.76)
C (0.46, 2.94, 3.88)
C (1.10, 1.70, 3.86)
C (0.99, 0.87, 2.76)
C (0.25, 1.22, 1.63)
H (-3.35, 2.37, -0.34)
H (-2.87, 1.29, 0.98)
H (-3.16, 0.63, -0.65)
H (-1.77, 2.90, -2.10)
H (-1.52, 1.18, -2.43)
H (-0.12, 2.24, -2.05)
H (-1.89, 3.55, 0.57)
H (-0.34, 3.58, -0.22)
H (-0.72, 4.31, 2.73)
H (0.53, 3.58, 4.74)
H (1.69, 1.39, 4.71)
H (1.52, -0.07, 2.79)
Cl (-2.13, -5.04, -5.07)
C (-1.89, -3.78, -3.93)
C (-2.98, -2.96, -3.57)
C (-2.85, -1.95, -2.66)
Cl (-4.25, -1.02, -2.26)
C (-1.61, -1.68, -2.03)
O (-1.56, -0.72, -1.15)
C (-0.52, -2.49, -2.43)
C (0.78, -2.24, -1.97)
O (1.13, -1.26, -1.25)
C (-0.67, -3.55, -3.37)
H (-3.95, -3.14, -4.03)
H (1.60, -2.87, -2.31)
H (0.19, -4.15, -3.64)
I (3.90, 4.68, -0.21)
C (3.62, 2.63, -0.06)
C (4.68, 1.75, 0.09)
C (4.40, 0.40, 0.20)
C (3.10, -0.04, 0.15)
N (2.07, 0.81, -0.01)
C (2.34, 2.13, -0.08)
H (5.70, 2.11, 0.13)
H (5.20, -0.32, 0.34)
H (2.85, -1.08, 0.25)
H (1.49, 2.79, -0.16)
C (-3.44, -2.80, 1.44)
C (-2.30, -3.41, 0.68)
O (-1.01, -2.85, 1.04)
P (-0.35, -1.49, 1.45)
O (1.12, -1.96, 1.76)
C (1.43, -3.05, 2.71)
C (1.73, -4.33, 1.97)
O (-0.97, -1.13, 2.83)
C (-2.00, -0.19, 3.28)
C (-2.05, -0.29, 4.79)
H (-4.37, -3.29, 1.15)
H (-3.56, -1.74, 1.20)
H (-3.32, -2.92, 2.52)
H (-2.42, -3.31, -0.39)
H (-2.18, -4.47, 0.90)
H (0.60, -3.14, 3.40)
H (2.30, -2.68, 3.25)
H (0.84, -4.71, 1.46)
H (2.06, -5.08, 2.68)
H (2.52, -4.18, 1.24)
H (-2.94, -0.47, 2.82)
H (-1.69, 0.80, 2.95)
H (-2.18, -1.32, 5.10)
H (-2.91, 0.28, 5.15)
H (-1.15, 0.12, 5.23)

Charge: +2
E_LUMO, eV: -6.968
Relative energy (zero: lowest compared OMol25 entry of this formula, charge and spin), kcal per mole: 0.0

These are the Mulliken partial charges, in e, on atoms 1 to 5: atom 1 (Os): 1.23, atom 2 (C): -0.55, atom 3 (N): 0.85, atom 4 (C): -0.96, atom 5 (C): -2.08

---

relative energy (zero: lowest compared OMol25 entry of this formula, charge and spin) of number 2 (C27H34BrN5O2PtS2Si)?
55.7 kcal per mole